Here is a structure of composition C42H45BN10ORbS3 in a non-equilibrium geometry from the Open Molecules 2025 dataset. Energies are from ωB97M-V/def2-TZVPD.

The spin multiplicity is 2. The value obtained for the orbital gap (spin up / spin down) is 5.25 / 3.77 eV. For the energy relative to the best compared isomer or geometry (same formula, charge and spin), the calculation gives 0.0 kJ/mol. Its total charge is -2.

Structure (XYZ):
```
103
C42H45BN10ORbS3 ωB97M-V/def2-TZVPD
Rb -1.02 -0.57 -0.88
C -3.27 -0.64 1.61
N -2.66 -1.89 2.09
C -1.73 -1.68 3.18
C -0.36 -1.20 2.71
N 0.30 -2.13 1.77
C 1.56 -1.60 1.27
C 0.55 -3.46 2.27
C 0.71 -3.69 3.63
C 0.96 -4.94 4.20
C 1.21 -5.98 3.32
C 1.17 -5.76 1.95
C 0.78 -4.54 1.35
S 0.59 -4.40 -0.36
C -3.27 -3.11 1.88
C -3.37 -4.04 2.94
C -4.21 -5.13 2.87
C -4.90 -5.45 1.71
C -4.73 -4.66 0.61
C -3.93 -3.48 0.64
S -3.71 -2.68 -0.81
H -4.08 -0.35 2.33
H -3.68 -0.71 0.60
H -2.50 0.14 1.67
H -1.61 -2.62 3.73
H -2.10 -0.91 3.86
H 0.24 -1.08 3.65
H -0.39 -0.20 2.25
H 2.31 -1.47 2.04
H 1.43 -0.64 0.76
H 1.96 -2.26 0.50
H 0.57 -2.89 4.34
H 1.04 -5.07 5.27
H 1.46 -6.98 3.63
H 1.41 -6.58 1.30
H -2.87 -3.95 3.90
H -4.27 -5.79 3.73
H -5.51 -6.34 1.64
H -5.19 -4.98 -0.33
C -4.34 -1.19 -4.29
C -3.65 0.10 -4.16
C -4.24 1.39 -3.98
C -3.20 2.26 -3.85
N -2.04 1.54 -3.98
N -2.33 0.23 -4.16
B -0.55 2.03 -3.82
N -0.67 3.11 -2.74
C -0.03 4.32 -2.59
C -0.30 4.78 -1.31
C -1.12 3.78 -0.73
C -1.76 3.75 0.63
N -1.31 2.81 -1.59
N 0.46 0.99 -3.29
C 1.19 1.08 -2.15
C 2.02 -0.03 -2.07
C 1.70 -0.73 -3.25
C 2.32 -2.03 -3.61
N 0.79 -0.11 -3.94
N -0.10 2.70 -5.18
C -0.88 3.48 -5.95
C -0.10 3.98 -6.96
C 1.17 3.46 -6.72
C 2.39 3.68 -7.56
N 1.18 2.71 -5.62
H -4.70 -1.38 -5.33
H -5.25 -1.17 -3.67
H -3.72 -2.03 -3.98
H -5.31 1.63 -3.99
H -3.21 3.30 -3.61
H 0.59 4.72 -3.38
H 0.05 5.71 -0.90
H -0.97 3.85 1.40
H -2.25 2.79 0.80
H -2.43 4.61 0.70
H 1.05 1.85 -1.41
H 2.75 -0.25 -1.33
H 3.42 -1.93 -3.73
H 1.94 -2.43 -4.54
H 2.15 -2.78 -2.85
H -1.92 3.60 -5.76
H -0.39 4.67 -7.74
H 2.72 4.74 -7.57
H 2.22 3.41 -8.63
H 3.24 3.11 -7.20
C 5.07 0.83 6.46
C 6.08 1.93 6.49
O 7.03 1.93 7.24
S 5.93 3.31 5.35
C 4.55 2.92 4.31
C 3.25 3.26 4.71
C 2.16 2.96 3.91
C 2.34 2.33 2.67
C 3.66 2.01 2.25
C 4.74 2.30 3.07
C 1.21 1.99 1.91
C 0.26 1.55 1.24
H 5.57 -0.13 6.53
H 4.47 0.81 5.55
H 4.39 0.95 7.25
H 3.11 3.74 5.66
H 1.17 3.20 4.21
H 3.78 1.59 1.27
H 5.74 2.09 2.71
```